## P
A 2-piece molecular cluster, C9H14OS overall, computed with wB97M-V/def2-TZVPD.

Computed properties:
LUMO energy = 0.61 eV
SMILES = Cc1ccc(O)cc1.CCS

Last column: Mulliken charge in e.
Element x y z (Å)
C1 3.87158 0.77292 -1.32865  -1.3195
C2 2.41093 0.50232 -1.25147  0.7937
C3 2.03825 -0.76969 -1.80597  -0.5468
C4 0.76161 -1.15256 -1.85960  -0.4674
C5 -0.25863 -0.24683 -1.55571  0.3612
O1 -1.46589 -0.56351 -2.09765  -0.4442
C6 0.07634 0.99964 -1.09944  -0.2061
C7 1.42031 1.35622 -0.82033  -0.5786
H1 4.00585 1.55732 -2.05813  0.2959
H2 4.48261 -0.09812 -1.42824  0.3670
H3 4.34540 1.32786 -0.43969  0.3006
H4 2.90940 -1.39107 -2.07559  0.2155
H5 0.52646 -2.26770 -2.08310  0.2522
H6 -2.31861 -0.49398 -1.64426  0.2012
H7 -0.64456 1.70447 -0.77042  0.4501
H8 1.56533 2.07565 -0.02986  0.3118
C8 -1.94441 -0.71228 3.14370  -0.9935
C9 -2.72909 0.28722 2.30255  -0.4478
S1 -3.31365 -0.37704 0.67493  -0.2416
H9 -1.01666 -0.83024 2.63522  0.3034
H10 -2.34756 -1.71426 3.25666  0.3185
H11 -1.98216 -0.43841 4.18708  0.3251
H12 -3.64123 0.39764 2.97635  0.2639
H13 -2.41097 1.27335 2.07449  0.3708
H14 -4.34061 -1.19891 1.09713  0.1148

## Q
A 2-piece molecular cluster, C9H14OS overall, computed with wB97M-V/def2-TZVPD.

Computed properties:
LUMO energy = 0.73 eV
SMILES = Cc1ccc(O)cc1.CCS

Last column: Mulliken charge in e.
Element x y z (Å)
C1 1.72922 -3.14673 -2.12125  -1.3063
C2 0.78364 -2.26054 -1.21813  0.6386
C3 1.25117 -1.70135 -0.05608  -0.3212
C4 0.47338 -1.10158 0.86958  -0.6934
C5 -0.89504 -0.81266 0.45633  0.6140
O1 -1.76588 0.05970 1.01005  -0.3888
C6 -1.24916 -1.20628 -0.91255  -0.4083
C7 -0.49797 -2.02093 -1.60644  -0.7362
H1 1.46831 -4.17947 -1.85369  0.3031
H2 2.81704 -3.03375 -1.85221  0.3281
H3 1.58558 -2.97982 -3.20292  0.3309
H4 2.29296 -2.03350 0.26443  0.1815
H5 0.69492 -1.01892 1.87442  0.5541
H6 -2.64895 -0.02250 0.54906  0.2527
H7 -2.25221 -0.88731 -1.12581  0.2682
H8 -0.87892 -2.49746 -2.48226  0.3975
C8 0.48201 3.33926 0.90140  -1.0032
C9 -0.93727 3.11848 0.93391  -0.1944
S1 -1.57689 2.52063 2.59357  -0.2489
H9 0.96128 2.35304 0.58274  0.2015
H10 0.97857 3.76970 1.72522  0.4040
H11 0.63279 4.16348 0.17051  0.2675
H12 -1.38282 4.14208 0.96440  0.3080
H13 -1.57874 2.40072 0.21370  0.1513
H14 -0.48702 3.03570 3.32203  0.0996

What should be chosen as the most stable of them? Choose P.

## P
An isolated ion of composition C6H11N and charge -1, computed with wB97M-V/def2-TZVPD.

Computed properties:
LUMO energy (alpha / beta) = 4.35 / 4.23 eV
Total charge = -1
2S+1 = 2

Last column: Mulliken charge in e.
Element x y z (Å)
C1 0.32005 2.10543 0.96949  -0.7724
N1 -0.39002 1.02897 0.54055  -0.5474
C2 -0.13320 0.09162 -0.44122  0.4426
C3 -0.75661 -1.49406 -0.81074  -0.8828
C4 0.46711 -1.29444 -0.08654  0.2791
C5 0.31481 -1.59079 1.40185  -1.2662
C6 -0.02134 0.69449 -1.89032  -1.0946
H1 1.38624 1.91775 1.32359  0.2022
H2 0.38503 3.16440 0.33003  0.2068
H3 -0.12274 2.51970 1.87175  0.2687
H4 -0.74653 -1.39072 1.65486  0.3126
H5 -1.74249 -1.77071 -0.44230  0.1411
H6 1.49810 -1.36386 -0.48816  0.2247
H7 0.89832 -0.90181 2.07819  0.2232
H8 0.45040 -2.67562 1.59585  0.3784
H9 0.80461 0.22613 -2.42027  0.3340
H10 -0.25275 1.74451 -1.67214  0.4081
H11 -0.97291 0.25393 -2.47039  0.1419

## Q
An isolated ion of composition C6H11N and charge -1, computed with wB97M-V/def2-TZVPD.

Computed properties:
LUMO energy (alpha / beta) = 4.25 / 4.16 eV
Total charge = -1
2S+1 = 2

Last column: Mulliken charge in e.
Element x y z (Å)
C1 -1.05303 1.65679 2.36629  -0.9070
C2 -0.45299 0.92342 1.40209  0.0954
N1 0.73740 0.30425 1.55136  -0.3780
C3 0.92244 -0.98121 0.74929  -0.4901
C4 -0.42765 -0.15614 -2.78867  -0.9974
C5 -0.00435 -1.04777 -1.63499  -0.4744
C6 1.02924 -0.73786 -0.71432  -0.7286
H1 -0.58695 1.48609 3.34751  0.1627
H2 -1.81101 2.42538 2.35188  0.2606
H3 -0.96133 0.69367 0.47373  0.2550
H4 1.09589 0.26930 2.50136  0.2384
H5 0.01735 -1.58263 0.89102  0.3313
H6 1.82375 -1.43839 1.18024  0.2845
H7 0.14475 0.76851 -2.75771  0.3555
H8 -1.50900 -0.01738 -2.69656  0.2091
H9 -0.17716 -0.60184 -3.76047  0.2829
H10 -0.57129 -1.95535 -1.45111  0.2523
H11 1.78396 -0.00885 -1.01096  0.2476

## R
An isolated ion of composition C6H11N and charge -1, computed with wB97M-V/def2-TZVPD.

Computed properties:
LUMO energy (alpha / beta) = 4.28 / 4.27 eV
Total charge = -1
2S+1 = 2

Last column: Mulliken charge in e.
Element x y z (Å)
C1 -0.87293 1.79994 -0.71756  -1.0118
C2 -0.58236 0.42892 -1.25176  -0.6269
N1 2.53404 -0.72596 0.69923  -0.5577
C3 1.67453 -0.24319 -0.30174  -0.5331
C4 0.29542 -0.35064 -0.26346  0.8507
C5 -0.28328 -1.22351 0.73062  -0.8945
C6 -1.62245 -1.30361 1.11227  -0.9812
H1 -1.32711 1.78154 0.29098  0.2842
H2 -0.04253 2.52694 -0.54237  0.3064
H3 -1.53529 2.34602 -1.39015  0.3234
H4 -1.49597 -0.15225 -1.34321  0.2827
H5 0.04388 0.51051 -2.12398  0.2988
H6 3.16697 -0.14011 1.24598  0.1610
H7 2.05550 -1.22090 1.43171  0.2268
H8 2.11572 0.24107 -1.18191  0.2703
H9 0.30459 -2.03707 1.19581  0.2234
H10 -2.00240 -0.76255 2.03518  0.1080
H11 -2.42634 -1.47515 0.37437  0.2695

What should be chosen as the most stable of them? Choose Q.